ORCA calculation (ωB97M-V with the def2-TZVPD basis set) on C4H7NO as an isolated structure.

Values from the calculation:
- HOMO (eV) = -9.51
- LUMO (eV) = 0.93
- Kohn-Sham gap (Eh) = 0.3839
- relative energy (zero: lowest compared OMol25 entry of this formula, charge and spin) (kcal per mole) = 80.6
- charge = 0
- calculated total energy (eV) = -7796.149

Positions of all 13 atoms, in Å:
C: -0.64 0.83 0.04
H: -1.96 -0.90 0.38
N: 0.86 -1.64 -0.99
O: -0.50 -0.68 1.89
C: -0.95 -0.50 0.56
H: -0.36 1.60 0.76
C: 1.25 -0.54 -1.09
H: 1.92 1.16 -0.07
H: -0.29 -1.61 1.98
H: -0.31 -1.23 -0.20
C: 1.17 0.83 -0.81
H: -1.31 1.16 -0.75
H: 1.12 1.50 -1.68